[1]
Entry from the Open Molecules 2025 dataset: C27H48I2N2ORhSi4Te as an isolated structure (ωB97M-V/def2-TZVPD).

Properties
HOMO level   -2.8 eV
Multiplicity   1
E_LUMO   1.92 eV
Energy above the lowest of the compared OMol25 structures with the same formula, charge and spin   199.6 kJ/mol
Maximum force   1.72 eV Å⁻¹
Total charge   -1

Structure (XYZ):
```
86
Properties=species:S:1:pos:R:3:forces:R:3
Rh -0.3481 -0.6737 0.5927 -0.892 0.151 1.335
I 2.0423 5.4193 -3.9525 -0.011 -0.002 -0.019
C 1.0847 3.7073 -3.2171 0.040 0.282 0.137
C -0.2673 3.5315 -3.4502 0.043 0.112 0.204
C -0.8951 2.4173 -2.9088 -0.106 -0.824 -1.474
I -2.5039 1.5781 -4.0969 0.402 0.522 0.794
C -0.1795 1.4954 -2.1424 -0.158 -0.197 0.543
O -0.6916 0.4057 -1.5930 -0.384 0.536 -1.415
C 1.2105 1.6531 -1.9717 0.104 0.464 0.264
C 1.9899 0.6514 -1.1497 -0.084 0.020 0.021
N 1.7252 0.8106 0.2983 -0.009 -0.117 -0.271
C 2.7355 0.1734 1.1440 -0.069 -0.037 0.003
C 2.3339 -1.1383 1.8061 -0.020 0.084 -0.128
C 3.2770 -2.1325 2.0418 0.042 0.098 0.006
C 2.9071 -3.2361 2.7927 -0.009 -0.049 0.004
C 1.6174 -3.3148 3.2938 0.012 0.054 -0.018
C 0.7338 -2.2988 2.9684 0.015 -0.102 -0.004
N 1.0813 -1.2422 2.2397 0.424 -0.151 -0.056
C 1.8302 2.7709 -2.5085 -0.139 -0.181 -0.039
H -0.8228 4.2441 -4.0440 0.018 -0.097 -0.129
H 3.0611 0.7898 -1.3595 0.001 0.025 -0.025
H 1.7126 -0.3663 -1.4271 -0.031 0.006 -0.004
H 1.6885 1.8018 0.4984 0.004 -0.008 0.069
H 2.9764 0.8565 1.9644 0.001 0.022 -0.012
H 3.6662 0.0103 0.5861 0.018 0.003 0.020
H 4.2781 -2.0342 1.6406 -0.005 -0.043 -0.025
H 3.6153 -4.0361 2.9719 0.007 0.016 0.019
H 1.2797 -4.1630 3.8733 0.017 0.003 0.008
H -0.3037 -2.3303 3.2737 -0.024 -0.022 -0.073
H 2.8973 2.9054 -2.3804 -0.003 0.027 0.016
C -3.6235 -1.9989 3.8257 0.030 0.026 0.021
Si -3.4401 -3.7979 3.3156 -0.068 -0.071 -0.064
C -2.0860 -4.5744 4.3813 0.013 -0.007 0.013
C -5.0460 -4.6781 3.7876 -0.014 0.027 0.075
Si -3.0616 -4.1059 1.0374 0.131 0.051 -0.185
Te -1.0649 -3.0803 -0.0422 -0.102 0.059 0.090
Si -4.9844 -3.5411 -0.1854 0.125 -0.162 0.187
C -4.5659 -3.4726 -2.0126 -0.034 0.047 -0.054
C -6.3607 -4.8172 0.0537 -0.075 0.048 -0.059
C -5.6571 -1.8695 0.3536 -0.069 0.027 -0.073
Si -2.6532 -6.3827 0.6669 -0.073 0.101 0.076
C -2.6370 -6.6832 -1.1930 -0.017 -0.033 -0.031
C -0.9781 -6.8871 1.3667 0.025 -0.037 -0.031
C -3.9342 -7.5491 1.4298 0.027 -0.060 -0.010
H -3.6759 -1.9222 4.9164 -0.018 0.032 -0.008
H -4.5344 -1.5645 3.4069 0.013 0.009 -0.002
H -2.7827 -1.3965 3.4745 0.013 -0.019 -0.019
H -2.4621 -4.7531 5.3933 0.011 0.016 0.002
H -1.2080 -3.9311 4.4604 -0.006 -0.005 -0.017
H -1.7592 -5.5290 3.9656 -0.010 -0.009 0.028
H -5.2478 -4.5446 4.8555 -0.024 -0.020 -0.008
H -4.9902 -5.7493 3.5826 -0.004 0.008 -0.002
H -5.8976 -4.2790 3.2317 0.010 0.019 0.011
H -4.3458 -4.4715 -2.3962 0.005 0.015 -0.008
H -3.6802 -2.8548 -2.1758 0.001 -0.007 0.018
H -5.3969 -3.0546 -2.5896 -0.007 -0.027 0.002
H -6.0405 -5.8049 -0.2863 0.000 0.013 -0.017
H -7.2509 -4.5373 -0.5190 -0.005 -0.016 0.010
H -6.6482 -4.9038 1.1038 0.004 -0.012 -0.006
H -4.8736 -1.1122 0.3069 0.005 -0.015 -0.013
H -6.0375 -1.9046 1.3777 0.013 0.013 -0.002
H -6.4714 -1.5507 -0.3044 -0.017 0.006 0.030
H -2.1415 -5.8595 -1.7112 0.032 -0.010 0.024
H -3.6562 -6.7626 -1.5816 0.006 0.000 -0.002
H -2.1078 -7.6107 -1.4311 -0.031 -0.008 -0.018
H -0.2229 -6.1373 1.1216 -0.015 0.003 -0.010
H -0.6674 -7.8485 0.9456 0.008 0.000 0.020
H -1.0176 -6.9933 2.4533 0.009 0.001 -0.005
H -4.9532 -7.2748 1.1501 0.006 -0.004 0.000
H -3.8728 -7.5341 2.5210 0.007 -0.006 -0.006
H -3.7559 -8.5776 1.0993 -0.015 -0.003 0.018
C -3.3644 2.2720 -0.5892 -0.005 0.028 0.147
C -2.2707 1.5358 0.1999 -0.108 -0.049 -0.511
C -1.1897 2.5350 0.6209 0.006 0.022 0.041
C -2.9219 0.9862 1.4752 0.022 0.042 0.081
C -1.7326 0.2884 -0.5311 1.115 -0.970 0.871
H -3.8108 3.0523 0.0372 -0.021 0.021 -0.052
H -4.1542 1.5772 -0.8847 0.001 -0.003 0.014
H -2.9795 2.7368 -1.4934 0.003 0.098 0.055
H -1.6253 3.2622 1.3131 -0.001 0.035 -0.040
H -0.7752 3.0874 -0.2245 0.002 0.004 0.008
H -0.3768 2.0257 1.1409 -0.045 -0.036 0.026
H -3.3560 1.8102 2.0523 -0.035 -0.007 -0.023
H -2.1830 0.4677 2.0900 0.025 -0.015 -0.021
H -3.7167 0.2774 1.2433 0.016 -0.019 -0.002
H -2.5354 -0.3366 -0.9263 -0.067 0.263 -0.322
```
Forces are in eV/Å.

[2]
Entry from the Open Molecules 2025 dataset: a 4-piece molecular cluster, C27H48N2O11 overall (ωB97M-V/def2-TZVPD).

Properties
HOMO level   -9.1 eV
Multiplicity   1
E_LUMO   -0.79 eV
Energy above the lowest of the compared OMol25 structures with the same formula, charge and spin   340.6 kJ/mol
Maximum force   1.53 eV Å⁻¹
SMILES string   CCOCCCCCc1ccc(ON=O)c2c1C(=O)NC2=O.COCCOC.COCCOC.COCCOC
Total charge   0

Structure (XYZ):
```
88
Properties=species:S:1:pos:R:3:forces:R:3
C 9.3795 0.4798 -2.4670 0.109 0.087 0.488
C 8.1155 1.0337 -1.8062 0.549 -0.768 -0.216
O 7.2270 1.5640 -2.7695 0.249 0.329 0.417
C 6.6112 2.7916 -2.4139 -0.608 -0.082 -0.651
C 5.0891 2.6915 -2.6327 0.395 0.083 -0.094
C 4.6849 3.1797 -4.0325 -0.448 0.530 0.680
C 3.2115 3.6090 -4.0899 0.082 -0.351 -0.441
C 2.2502 2.4029 -4.2041 0.296 0.102 0.533
C 1.4740 2.1001 -2.9393 0.363 0.110 -0.687
C 0.9484 3.1037 -2.1357 0.140 0.577 -0.291
C 0.2533 2.8475 -0.9746 0.054 0.029 -0.170
C 0.0848 1.5331 -0.5939 -0.785 -0.276 1.289
O -0.5936 1.2470 0.5903 -0.241 0.435 -0.507
N 0.4138 1.2646 1.6683 0.550 0.050 0.469
O 0.3852 2.2600 2.2480 -0.133 -0.249 -0.163
C 0.5667 0.5157 -1.3654 0.365 -0.575 0.221
C 1.2483 0.8034 -2.5329 0.276 -0.666 -0.171
C 1.6326 -0.5107 -3.1700 -0.149 0.231 0.322
O 2.2445 -0.7416 -4.1755 -0.278 0.185 0.200
N 1.0837 -1.5417 -2.3306 -0.665 0.081 -0.331
C 0.5061 -0.9745 -1.1530 -0.049 0.781 -0.246
O 0.0560 -1.5877 -0.2264 0.189 0.116 -0.469
H 9.2435 -0.5416 -2.8164 -0.060 0.116 -0.338
H 10.1709 0.4422 -1.7130 -0.018 -0.072 0.007
H 9.7399 1.1386 -3.2554 -0.146 -0.086 -0.145
H 8.4323 1.7603 -1.0545 -0.323 0.268 -0.099
H 7.6264 0.1969 -1.2934 -0.094 0.179 0.196
H 6.8407 3.1171 -1.3975 0.092 -0.310 0.094
H 6.9878 3.5605 -3.0986 0.137 0.084 0.160
H 4.5909 3.3079 -1.8782 -0.071 0.014 -0.052
H 4.7956 1.6532 -2.4658 -0.075 0.007 0.068
H 5.2639 4.0900 -4.2079 0.180 -0.150 -0.306
H 4.9033 2.4307 -4.7928 0.153 0.091 -0.088
H 3.0308 4.2163 -3.2022 -0.188 -0.012 -0.008
H 3.0492 4.2659 -4.9462 0.087 0.003 -0.023
H 2.8444 1.5193 -4.4324 -0.096 -0.019 -0.155
H 1.5622 2.5311 -5.0415 -0.104 0.038 0.070
H 1.1071 4.1308 -2.4370 -0.100 0.042 0.019
H -0.1577 3.6484 -0.3797 -0.041 0.002 0.102
H 0.3123 -1.9503 -2.8619 0.499 -0.940 0.108
C -4.3560 -3.9585 1.3823 0.023 -0.092 -0.082
O -3.0594 -4.0094 0.8172 -0.201 -0.116 0.264
C -2.1085 -3.2496 1.5561 0.168 0.013 -0.478
C -1.2242 -4.1284 2.4098 -0.075 0.177 0.290
O -1.9540 -4.7457 3.4635 -0.047 -0.091 -0.127
C -2.2621 -6.1025 3.2033 0.011 0.035 0.070
H -4.9750 -4.6977 0.8736 0.040 0.019 -0.065
H -4.3492 -4.1881 2.4505 0.043 0.046 0.018
H -4.7906 -2.9675 1.2227 -0.073 0.011 0.206
H -2.6088 -2.4946 2.1713 -0.046 -0.079 0.047
H -1.4950 -2.7290 0.8184 0.043 -0.007 0.177
H -0.4544 -3.5045 2.8744 0.027 0.010 -0.052
H -0.7230 -4.8801 1.7930 -0.027 -0.002 -0.033
H -1.3614 -6.7210 3.2834 -0.024 -0.051 -0.061
H -2.7056 -6.2330 2.2130 0.024 -0.006 -0.016
H -2.9792 -6.4307 3.9545 0.030 0.038 0.038
C -1.6952 -0.8228 4.8500 -0.077 -0.041 -0.002
O -2.7787 -0.2352 5.5500 0.192 0.047 -0.023
C -2.4253 0.2199 6.8479 -0.368 -0.003 -0.090
C -2.2395 1.7218 6.8774 0.311 -0.032 0.186
O -1.1076 2.1201 6.1188 -0.116 -0.017 -0.129
C -1.4501 2.6426 4.8481 0.030 0.023 0.066
H -2.0059 -0.9616 3.8149 -0.050 0.007 0.036
H -0.8082 -0.1842 4.8689 0.014 -0.003 0.029
H -1.4515 -1.8018 5.2755 0.070 -0.003 -0.027
H -1.5235 -0.2852 7.2061 0.041 0.038 -0.023
H -3.2498 -0.0453 7.5175 0.030 0.004 0.035
H -2.0625 2.0365 7.9109 -0.042 -0.012 0.006
H -3.1433 2.2247 6.5208 -0.016 -0.035 -0.037
H -1.8974 3.6374 4.9530 -0.059 -0.017 -0.065
H -2.1432 1.9854 4.3161 -0.028 0.022 0.002
H -0.5358 2.7299 4.2671 0.005 0.051 0.159
C -6.5296 -0.2820 -2.7164 -0.046 0.026 0.086
O -6.0286 -0.6443 -1.4428 0.042 0.002 -0.204
C -5.2880 -1.8583 -1.4603 0.033 0.251 0.311
C -3.7948 -1.5964 -1.4219 0.001 -0.369 -0.351
O -3.3546 -0.9747 -2.6272 0.042 0.204 0.108
C -3.1384 0.4174 -2.4820 0.031 -0.057 -0.064
H -6.9096 0.7363 -2.6463 -0.013 -0.015 0.056
H -5.7503 -0.3151 -3.4818 -0.007 -0.034 -0.013
H -7.3537 -0.9437 -3.0046 0.025 -0.002 -0.085
H -5.5530 -2.4636 -2.3322 0.066 0.032 -0.050
H -5.5703 -2.4161 -0.5669 -0.021 -0.054 -0.038
H -3.2718 -2.5528 -1.3417 -0.019 0.001 0.082
H -3.5256 -0.9923 -0.5497 -0.055 0.041 -0.008
H -2.2333 0.6051 -1.8923 -0.069 0.069 0.045
H -3.9889 0.9105 -2.0053 0.016 0.005 0.035
H -3.0015 0.8393 -3.4775 0.026 -0.049 -0.019
```
Forces are in eV/Å.

[3]
Entry from the Open Molecules 2025 dataset: C27H48OP2Re as an isolated structure (ωB97M-V/def2-TZVPD).

Properties
HOMO level (spin up / spin down)   -13.5 / -14.5 eV
Multiplicity   4
<S²>   3.8381
E_LUMO (spin up / spin down)   -7.27 / -8.21 eV
Energy above the lowest of the compared OMol25 structures with the same formula, charge and spin   0.0 kJ/mol
Maximum force   9.19 eV Å⁻¹
Total charge   +2

Structure (XYZ):
```
79
Properties=species:S:1:pos:R:3:forces:R:3
P 0.2468 -2.6363 -2.0019 0.516 -4.385 -5.670
P 0.3055 0.3598 -3.4992 -0.492 -0.453 -3.999
C -0.3953 -2.2349 -3.6859 0.420 0.050 0.223
C 0.5422 -1.2850 -4.3970 -0.270 1.288 0.291
H -1.3660 -1.7659 -3.4702 -0.041 -0.194 -0.519
H -0.5054 -3.1700 -4.2374 -0.266 0.031 0.101
H 1.6211 -1.5145 -4.2775 -0.660 -0.143 -0.239
H 0.2902 -1.1615 -5.4646 0.227 -0.080 0.406
C -1.1186 1.1403 -4.5185 -0.026 -0.271 0.418
H -1.4646 2.0750 -4.0435 0.090 -0.378 -0.176
H -1.9602 0.4303 -4.6130 0.258 0.405 0.076
H -0.7775 1.4533 -5.5215 -0.017 -0.486 0.469
C 1.5971 1.3182 -4.4541 0.357 0.130 0.505
H 1.3171 1.4178 -5.5178 0.072 -0.256 0.559
H 2.5573 0.7891 -4.3881 -0.104 0.259 0.002
H 1.7101 2.3352 -4.0478 0.014 -0.270 -0.172
C -1.0292 -3.9116 -1.6951 -0.189 0.152 0.979
H -0.8810 -4.4088 -0.7322 -0.019 -0.127 -0.226
H -0.9977 -4.6319 -2.5247 0.020 0.248 0.346
H -2.0077 -3.4250 -1.6677 -0.051 -0.142 -0.077
C 1.6318 -3.7036 -2.5652 0.655 -0.129 0.072
H 2.4221 -3.1269 -3.0607 -0.158 0.029 0.270
H 1.2660 -4.4164 -3.3123 -0.221 0.232 0.128
H 2.1033 -4.3031 -1.7825 -0.150 0.167 -0.057
Re 0.1647 -1.0662 -0.5455 -0.230 7.941 4.629
C 0.4711 3.8127 -1.6574 -0.778 1.063 -0.054
C -0.8795 3.7646 -1.5904 0.717 -1.206 0.170
C -1.5678 2.7513 -0.6664 0.459 -0.468 0.219
C -2.1092 1.4345 -1.3810 -1.752 0.889 0.831
C -1.6754 0.0737 -1.0367 1.413 -1.241 0.045
C 1.7016 0.3818 -0.5130 -1.457 -2.809 -1.169
C 1.4054 1.5761 -1.3032 -1.599 0.105 0.231
C 1.4827 3.0346 -0.8406 0.807 -0.146 0.035
C 1.2783 -2.5833 0.3406 0.820 -0.922 0.174
H 0.9359 4.5030 -2.3649 -0.287 -0.058 0.099
H -1.5278 4.3384 -2.2760 0.581 -0.177 0.455
H -2.3817 3.2257 -0.0770 0.269 -0.381 -0.670
H -0.8619 2.3948 0.0973 -0.293 0.413 -0.554
H -3.2094 1.4805 -1.3271 0.205 -0.037 -0.049
H -1.9448 1.4923 -2.4604 0.100 -0.082 -0.039
H -2.5117 -0.6657 -1.0716 0.134 0.601 -0.197
H 2.6651 0.2220 -0.0114 -0.280 0.213 0.085
H 0.3057 1.4461 -1.6013 1.879 0.280 0.132
H 2.0742 1.5042 -2.1883 -0.403 -0.177 0.401
H 1.4055 3.0768 0.2440 -0.319 0.387 -0.255
H 2.4928 3.3697 -1.1004 -0.221 0.328 0.267
H 1.8801 -2.0343 1.0697 -0.101 -0.086 0.284
H 1.9901 -3.1036 -0.3123 -0.106 0.048 0.645
H 0.6618 -3.3387 0.8565 0.266 0.224 -0.049
C -0.4486 3.7175 2.2603 -0.056 0.064 0.057
C 0.2203 2.3411 2.2558 -0.336 -0.071 -0.484
C 1.7154 2.4295 2.6299 -0.012 -0.199 0.387
C -0.5021 1.3212 3.1031 -0.198 1.040 0.201
C -1.2167 1.7147 4.2360 0.632 0.186 -0.970
C -1.5634 0.7711 5.1942 -0.313 0.105 0.361
C -1.2323 -0.5677 4.9994 0.374 -0.439 -0.487
C -0.6986 -1.0217 3.8038 -0.014 -0.778 0.423
C -0.3830 -2.5052 3.6844 -0.213 0.072 -0.208
C 0.9487 -2.8199 4.3689 0.331 0.159 0.037
C -1.4840 -3.3683 4.3014 -0.236 -0.044 -0.108
C -0.4266 -0.0827 2.7290 -0.224 -0.403 -0.597
O -0.2298 -0.4588 1.4917 -0.010 0.489 2.084
H -0.2312 4.2419 3.2058 -0.221 -0.093 -0.396
H -1.5357 3.6059 2.1216 0.340 0.214 0.219
H -0.0789 4.3430 1.4320 -0.004 -0.198 0.322
H 0.1359 1.9207 1.2430 0.402 0.105 0.330
H 1.8302 2.6561 3.7069 -0.044 -0.153 -0.488
H 2.2074 1.4668 2.4195 0.023 0.293 0.164
H 2.2388 3.2273 2.0779 -0.278 -0.302 0.153
H -1.4596 2.7742 4.3829 0.335 -0.528 0.043
H -2.0472 1.0898 6.1187 0.116 -0.124 -0.253
H -1.3944 -1.2839 5.7999 -0.087 0.187 -0.173
H -0.2944 -2.7540 2.6211 -0.048 0.110 0.148
H 0.9224 -2.5098 5.4218 0.002 -0.104 -0.210
H 1.1594 -3.8930 4.3320 -0.090 0.133 0.006
H 1.7834 -2.3013 3.8880 -0.030 -0.006 0.065
H -2.4711 -3.0685 3.9385 0.049 -0.047 0.073
H -1.3381 -4.4189 4.0335 0.054 0.134 0.146
H -1.4791 -3.2820 5.3938 -0.030 -0.186 -0.221
```
Forces are in eV/Å.

Q: energy above the lowest of the compared OMol25 structures with the same formula, charge and spin of number 3 (C27H48OP2Re)?
A: 0.0 kJ/mol

Q: Which value of energy above the lowest of the compared OMol25 structures with the same formula, charge and spin does entry 1 give?
A: 199.6 kJ/mol